Record 1
ORCA calculation (wB97M-V/def2-TZVPD) on a molecular structure, C24H53FO18S5 at a distorted geometry.

Last column: Löwdin charge in e.
Cartesian coordinates (Å):
O (7.21, -7.00, -4.58)  -0.2748
O (-2.28, -6.21, -3.08)  -0.2662
H (-0.23, 5.12, 3.62)  0.0625
S (-0.64, 6.25, 7.06)  0.5538
C (7.90, -5.99, -2.27)  -0.1227
H (8.82, -5.66, -2.74)  0.0744
H (8.05, -6.95, -1.78)  0.0763
O (5.45, -6.64, -2.88)  -0.2732
H (-0.81, -7.02, -1.86)  0.1147
O (0.34, -1.17, -7.55)  -0.2645
C (5.82, -4.44, -5.18)  -0.2432
S (0.23, -2.22, -6.60)  0.5687
H (-2.36, 1.05, 3.04)  0.1135
H (-2.83, 2.05, 0.37)  0.1040
C (-2.41, 0.75, 1.99)  -0.1794
H (-1.42, 9.09, 6.38)  0.0704
C (-1.61, 9.33, 7.42)  -0.0728
C (-1.00, 4.66, 7.71)  -0.1186
H (-2.90, -6.95, -0.45)  0.0690
H (-0.86, 1.60, -0.58)  0.1168
H (3.40, -1.77, -5.24)  0.1048
H (-1.75, -0.08, 1.80)  0.1053
O (-4.61, 2.42, 2.72)  -0.0210
H (-3.56, -4.24, -4.34)  0.0794
O (-1.11, 7.09, 8.32)  -0.2633
H (-2.17, 2.91, 1.70)  0.0839
O (2.14, 2.24, 0.04)  -0.1322
O (-3.42, -4.65, -1.55)  -0.2810
H (7.53, -5.26, -1.55)  0.0757
C (2.38, -1.42, -5.36)  -0.2335
H (3.80, -4.22, -5.89)  0.0748
C (1.74, 1.84, 1.37)  -0.2385
C (-0.76, 8.50, 8.36)  -0.2465
H (-4.67, 5.15, 2.60)  0.0905
H (0.80, -0.63, -4.11)  0.0739
H (0.30, 8.62, 8.15)  0.1155
O (0.77, 6.39, 6.90)  -0.2729
S (-2.30, -4.75, -2.44)  0.5696
H (1.73, -1.93, -3.37)  0.0951
C (0.07, 4.53, 2.77)  -0.0480
C (-4.91, 1.03, 2.53)  -0.1642
H (1.07, 3.45, 4.31)  0.1075
H (-0.96, -3.77, -7.86)  0.0771
H (-2.05, 4.63, 8.01)  0.0764
O (1.66, -2.52, -5.98)  -0.2744
C (-3.85, 0.25, 1.77)  -0.1629
H (-2.67, 9.16, 7.60)  0.0850
H (-2.38, -8.62, -0.69)  0.0802
C (1.97, 2.81, 2.53)  -0.2589
O (3.06, 0.17, -1.05)  -0.2184
C (-5.13, 3.25, 1.79)  -0.5086
H (-0.82, 4.28, 2.22)  0.0473
H (-5.09, 0.58, 3.49)  0.1233
F (2.68, 3.90, 2.07)  0.0213
C (1.80, -1.05, -4.01)  -0.0687
H (-5.84, 0.96, 1.98)  0.1244
O (-5.25, 2.95, 0.60)  0.0853
H (-3.88, -0.77, 2.15)  0.1124
C (-5.56, 4.59, 2.32)  0.0277
C (0.73, 3.24, 3.30)  -0.1516
H (-6.24, 4.50, 3.15)  0.0870
O (-0.74, -2.15, -5.55)  -0.2832
H (-0.35, 2.98, 0.31)  0.1243
C (-0.71, 1.96, 0.42)  -0.0980
H (0.79, -3.84, -8.21)  0.0745
C (-1.78, -7.30, -2.28)  -0.2535
H (0.15, -4.57, -6.71)  0.0743
C (0.04, -3.76, -7.43)  -0.1176
H (0.12, 0.66, 2.04)  0.1432
H (0.75, 5.13, 2.19)  0.0808
H (6.09, -3.42, -5.44)  0.1207
C (-2.76, -7.73, -1.20)  -0.0753
S (6.67, -6.24, -3.50)  0.5639
O (1.23, 1.36, -2.04)  -0.2254
H (-3.73, -7.95, -1.63)  0.0837
H (4.02, -5.58, -4.78)  0.0745
H (-4.05, 0.20, 0.71)  0.1167
H (-1.80, -3.96, -4.59)  0.0421
H (2.43, -0.31, -3.53)  0.0576
H (-6.04, 5.13, 1.51)  0.0848
H (3.99, -3.94, -4.15)  0.0855
H (-1.39, 10.39, 7.56)  0.0823
H (-1.61, -8.11, -2.98)  0.1196
H (0.02, 2.43, 3.41)  0.1053
H (-0.93, 8.80, 9.39)  0.1212
H (-0.81, 3.94, 6.92)  0.0695
H (2.40, 0.98, 1.56)  0.1504
O (-0.98, -4.45, -1.97)  -0.2735
C (-2.64, -3.86, -3.91)  -0.1236
H (6.17, -5.09, -5.98)  0.1156
H (2.41, -0.56, -6.03)  0.1199
O (0.88, 0.15, 0.16)  -0.1624
H (-0.35, 4.47, 8.56)  0.0761
H (2.63, 2.29, 3.23)  0.1488
S (1.87, 0.91, -0.85)  0.6219
O (6.55, -4.72, -3.97)  -0.2619
H (-2.76, -2.81, -3.63)  0.0815
O (-1.53, 6.50, 5.96)  -0.2798
C (-2.07, 1.99, 1.15)  -0.1645
C (4.32, -4.55, -4.99)  -0.0726
C (0.40, 1.18, 1.13)  -0.2353

Calculated values
largest force on an atom = 2.32 eV/Å
lowest unoccupied orbital energy = 0.26 eV
HOMO-LUMO gap = 10.7 eV
DFT total energy = -119493.154 eV

***

Record 2
ORCA calculation (wB97M-V/def2-TZVPD) on a molecular structure, C21H16BrN4OOs.

Last column: Mulliken spin population.
Cartesian coordinates (Å):
H (2.92, 4.20, -0.04)  0.0008
N (-2.03, -0.10, 0.02)  0.0084
C (2.76, 0.80, 0.02)  0.2017
C (0.07, -3.07, -1.14)  -0.0342
H (-5.01, -1.63, 0.04)  0.0019
H (0.72, 3.62, -0.04)  -0.0083
H (-1.13, 4.36, -0.05)  -0.0012
H (-5.23, 3.18, -0.03)  0.0003
O (1.95, -0.22, 0.02)  0.2180
C (0.07, -5.18, 0.00)  0.0323
N (-0.11, 1.75, -0.01)  0.0112
H (-5.80, 0.73, 0.01)  -0.0006
C (-3.22, 3.89, -0.04)  -0.0043
C (-2.95, -1.07, 0.03)  0.0079
N (-0.01, -2.36, 0.03)  -0.0213
H (0.18, -4.91, -2.16)  0.0006
C (-0.01, -4.45, 1.22)  0.0361
C (-4.32, -0.80, 0.03)  -0.0016
C (-4.18, 2.92, -0.03)  0.0162
N (0.11, -6.49, -0.01)  0.0640
C (2.30, 2.16, -0.01)  0.0095
H (6.13, 1.30, 0.05)  0.0006
Os (-0.02, -0.34, 0.03)  2.8199
C (-2.44, 1.23, 0.00)  0.0059
C (-1.85, 3.55, -0.03)  0.0066
C (-0.04, -3.09, 1.19)  -0.0329
C (3.24, 3.17, -0.02)  0.1228
H (-0.03, -4.96, 2.17)  0.0003
C (4.16, 0.51, 0.04)  0.0497
C (4.62, 2.87, 0.00)  0.2382
H (-3.50, 4.94, -0.06)  -0.0001
H (0.11, -2.48, -2.05)  -0.0025
H (0.09, -7.03, 0.84)  -0.0025
C (-3.81, 1.56, 0.00)  0.0058
C (0.90, 2.55, -0.02)  -0.0627
C (-4.74, 0.50, 0.01)  0.0392
H (4.46, -0.52, 0.07)  -0.0008
C (0.11, -4.42, -1.20)  0.0409
C (5.07, 1.52, 0.03)  0.0105
H (-0.09, -2.53, 2.12)  -0.0026
Br (5.83, 4.23, -0.02)  0.2675
C (-1.46, 2.24, -0.01)  -0.0368
H (0.17, -7.01, -0.87)  -0.0025
H (-2.59, -2.09, 0.05)  -0.0022

Calculated values
spin multiplicity = 5
largest force on an atom = 0.20 eV/Å
lowest unoccupied orbital energy (alpha / beta) = -9.91 / -12.35 eV
charge = +3
HOMO-LUMO gap (alpha / beta) = 7.6 / 5.2 eV
DFT total energy = -102527.245 eV

***

Record 3
ORCA calculation (wB97M-V/def2-TZVPD) on a molecular structure, C11H15ClNO3RuSTm at a distorted geometry.

Last column: Mulliken spin population.
Cartesian coordinates (Å):
H (-1.37, -0.56, -4.81)  0.0093
Tm (-0.50, -0.62, -1.34)  2.0898
C (0.39, -1.63, 4.87)  -0.0711
H (2.62, 1.46, -2.26)  -0.0121
H (0.36, 1.79, 4.64)  -0.0050
C (0.20, -1.02, 1.12)  0.2372
H (-1.75, -1.13, -3.16)  -0.0368
C (0.29, -1.97, 3.52)  0.1367
H (2.81, 1.72, -4.07)  0.0218
O (-1.16, 2.13, 1.53)  0.0129
C (0.03, 1.58, -2.27)  0.6538
C (0.37, 0.74, 4.34)  -0.1049
C (0.30, -0.93, 2.58)  0.1447
H (-2.83, 0.45, -0.18)  -0.0005
O (0.08, -2.02, 0.31)  0.0675
S (0.14, 1.53, 1.62)  0.0294
Ru (0.60, 0.47, -3.84)  2.9086
H (0.22, -3.00, 3.19)  0.0229
H (0.41, -2.43, 5.62)  -0.0017
H (-3.34, 0.03, -1.82)  -0.0006
H (-1.01, 1.88, -2.03)  -0.0400
H (0.59, -0.06, 6.34)  0.0283
C (0.47, -0.29, 5.28)  0.2513
H (0.78, 2.22, -1.79)  0.0096
Cl (1.24, 0.12, -6.01)  0.1189
H (-3.21, -1.23, -0.58)  -0.0014
C (0.30, 0.39, 2.99)  0.1639
C (-0.92, -0.99, -3.90)  0.1465
N (0.15, 0.22, 0.56)  0.0574
H (-0.44, -1.94, -4.19)  0.0077
C (2.50, 1.00, -3.27)  0.1043
C (-2.75, -0.31, -0.96)  0.0151
H (3.11, 0.08, -3.37)  0.0257
O (1.33, 2.30, 1.37)  0.0108

Calculated values
spin multiplicity = 8
largest force on an atom = 4.13 eV/Å
lowest unoccupied orbital energy (alpha / beta) = 2.45 / 0.72 eV
charge = -1
HOMO-LUMO gap (alpha / beta) = 4.4 / 6.5 eV
DFT total energy = -74749.539 eV

***

Record 4
ORCA calculation (wB97M-V/def2-TZVPD) on C4H9NO in the gas phase at a distorted geometry.

Last column: Löwdin charge in e.
Cartesian coordinates (Å):
C (2.12, 0.21, 0.77)  -0.0950
H (-2.63, -0.99, -1.07)  0.0895
N (-0.05, -0.10, -0.78)  0.0515
H (1.73, 0.75, -1.34)  0.0972
H (1.77, -0.98, -1.13)  0.0992
O (-1.87, -0.13, 0.66)  -0.0817
H (0.08, -0.08, 1.23)  0.0984
C (-0.57, -0.11, 0.37)  -0.2918
C (1.41, -0.05, -0.66)  -0.2420
H (-2.61, 0.79, -1.05)  0.0903
H (2.98, -0.46, 0.84)  0.0584
H (1.69, 0.10, 1.78)  0.0590
H (2.48, 1.24, 0.80)  0.0633
C (-2.76, -0.10, -0.44)  -0.0836
H (-3.76, -0.09, 0.00)  0.0872

Calculated values
largest force on an atom = 1.12 eV/Å
lowest unoccupied orbital energy = 1.06 eV
SMILES string = CC/N=C/OC
HOMO-LUMO gap = 10.6 eV
DFT total energy = -7830.139 eV